The following is a quantum chemistry calculation of one molecule with the formula C4HF3, from the Open Molecules 2025 dataset.

XYZ file:
```
8
C4HF3, DFT ωB97M-V/def2-TZVPD
F -1.129 -0.411 -1.088
F -0.197 1.500 -1.466
F 0.945 -0.315 -1.653
C -0.632 -0.474 1.715
C 0.371 0.473 0.510
C -0.009 0.286 -0.910
C -0.756 -1.607 2.103
H 1.407 0.549 0.789
```

Results
Energy relative to the best compared isomer or geometry (same formula, charge and spin): 72.8 kcal per mole
Highest occupied orbital energy (alpha / beta): -10.829 / -11.758 eV
Kohn-Sham gap (alpha / beta): 7.496 / 9.775 eV
Molecular weight: 106.05 Da

Here are the natural (NBO) charges for atoms 1 to 6, given in e: -0.30, -0.31, -0.31, -0.25, -0.04, 0.87

=====

The following is a quantum chemistry calculation of C4HGdO2 as an isolated structure, from the Open Molecules 2025 dataset.

XYZ file:
```
8
C4HGdO2, DFT ωB97M-V/def2-TZVPD
Gd 3.711 -0.479 1.054
O 1.992 0.729 -0.201
O -2.496 0.144 0.611
C -1.381 0.184 -0.038
C 1.545 -0.765 -0.323
C -0.631 0.504 -1.033
C 0.439 0.053 -0.221
H -3.178 -0.369 0.153
```

Results
Energy relative to the best compared isomer or geometry (same formula, charge and spin): 0.0 kcal per mole
2S+1: 8
Charge: +2
Highest occupied orbital energy (alpha / beta): -17.817 / -18.610 eV
<S²>: 15.80
Kohn-Sham gap (alpha / beta): 8.287 / 8.041 eV
Molecular weight: 238.30 Da

Here are the Mulliken charges for atoms 1 to 6, given in e: 1.59, -0.34, -0.32, 0.61, -0.32, -0.47